1.
{"formula": "C2H4N2O2S", "method": "ωB97M-V/def2-TZVPD", "gap_ev": [7.68, 8.45], "multiplicity": 1, "molar_mass_g_mol": 120.13, "e_above_lowest_kcal_mol": 136.1, "total_charge": 0, "elements": ["C", "C", "N", "N", "O", "O", "S", "H", "H", "H", "H"], "positions_angstrom": [[1.843, 1.342, -0.052], [1.233, 0.215, -0.759], [2.125, 0.239, 0.435], [-1.413, -1.523, 0.710], [-1.591, 1.178, 0.871], [-2.391, -0.059, -1.130], [-1.447, 0.040, -0.051], [2.030, 2.415, -0.032], [1.432, -0.217, -1.787], [-0.742, -2.096, 0.154], [-1.080, -1.534, 1.641]]}


2.
{"formula": "C3H8O", "method": "ωB97M-V/def2-TZVPD", "gap_ev": 10.75, "multiplicity": 1, "molar_mass_g_mol": 60.10, "smiles": "[H][H].CCC=O", "e_above_lowest_kcal_mol": 62.1, "total_charge": 0, "elements": ["H", "H", "C", "C", "C", "O", "H", "H", "H", "H", "H", "H"], "positions_angstrom": [[0.697, -1.859, 0.168], [1.411, -1.634, 0.185], [-1.467, 0.252, -0.020], [-0.008, 0.206, -0.467], [1.138, 0.374, 0.427], [2.269, 0.025, 0.155], [-1.577, 0.765, 0.939], [-1.944, -0.736, 0.086], [-2.043, 0.787, -0.780], [0.164, -0.413, -1.353], [0.486, 1.274, -0.667], [0.873, 0.959, 1.327]]}


3.
{"formula": "C20H27FN4O4", "method": "ωB97M-V/def2-TZVPD", "gap_ev": 9.35, "multiplicity": 1, "molar_mass_g_mol": 406.46, "smiles": "CCN(C[C@@H](C)NC(=O)c1cc(O)nn1C)C(=O)[C@@H](Cc1ccc(F)cc1)OC", "e_above_lowest_kcal_mol": 7.3, "total_charge": 0, "elements": ["C", "C", "N", "C", "C", "C", "N", "C", "O", "C", "C", "C", "O", "N", "N", "C", "C", "O", "C", "C", "C", "C", "C", "C", "F", "C", "C", "O", "C", "H", "H", "H", "H", "H", "H", "H", "H", "H", "H", "H", "H", "H", "H", "H", "H", "H", "H", "H", "H", "H", "H", "H", "H", "H", "H", "H"], "positions_angstrom": [[2.148, 1.321, 0.095], [1.227, 0.437, -0.734], [0.940, -0.846, -0.106], [1.937, -1.891, -0.264], [2.360, -2.586, 1.030], [3.067, -3.895, 0.720], [3.262, -1.741, 1.809], [2.845, -0.822, 2.712], [1.672, -0.623, 2.982], [3.940, -0.036, 3.340], [5.229, 0.210, 2.900], [5.748, 1.070, 3.874], [6.989, 1.596, 3.888], [4.870, 1.331, 4.828], [3.766, 0.647, 4.487], [2.585, 0.741, 5.325], [-0.280, -1.224, 0.367], [-0.503, -2.376, 0.697], [-1.385, -0.158, 0.495], [-2.185, -0.006, -0.804], [-2.532, -1.290, -1.520], [-2.164, -1.463, -2.848], [-2.474, -2.628, -3.538], [-3.157, -3.619, -2.872], [-3.462, -4.759, -3.531], [-3.538, -3.485, -1.553], [-3.223, -2.317, -0.881], [-2.307, -0.512, 1.495], [-1.772, -0.522, 2.804], [2.312, 2.277, -0.406], [1.716, 1.510, 1.078], [3.122, 0.849, 0.242], [0.300, 0.961, -0.940], [1.678, 0.238, -1.711], [1.559, -2.647, -0.963], [2.823, -1.443, -0.718], [1.479, -2.792, 1.633], [2.410, -4.545, 0.144], [3.976, -3.732, 0.131], [3.336, -4.415, 1.639], [4.248, -1.940, 1.770], [5.721, -0.142, 2.011], [7.057, 2.155, 4.672], [1.839, 1.388, 4.867], [2.149, -0.242, 5.471], [2.907, 1.155, 6.276], [-0.930, 0.810, 0.757], [-3.096, 0.537, -0.542], [-1.637, 0.634, -1.498], [-1.624, -0.676, -3.363], [-2.191, -2.769, -4.573], [-4.068, -4.291, -1.061], [-3.498, -2.205, 0.158], [-2.607, -0.694, 3.481], [-1.030, -1.310, 2.933], [-1.305, 0.441, 3.043]]}


4.
{"formula": "C7H11ClN2O4S", "method": "ωB97M-V/def2-TZVPD", "gap_ev": 7.06, "multiplicity": 1, "molar_mass_g_mol": 254.69, "e_above_lowest_kcal_mol": 21.6, "total_charge": 0, "elements": ["C", "C", "C", "C", "C", "C", "C", "N", "N", "O", "O", "O", "O", "S", "Cl", "H", "H", "H", "H", "H", "H", "H", "H", "H", "H", "H"], "positions_angstrom": [[1.765, -1.498, 0.064], [2.306, 0.755, -0.651], [2.690, -0.452, -0.154], [0.502, -1.248, -0.255], [0.065, 0.165, -0.472], [-0.619, -2.323, -0.270], [0.677, 2.172, -1.657], [1.024, 1.012, -0.972], [-3.508, 0.265, 2.032], [-1.204, 1.934, 1.106], [0.903, 1.036, 2.137], [-3.739, 1.511, 1.794], [-2.535, -0.298, 1.538], [-0.625, 0.668, 1.473], [4.352, -0.574, 0.400], [2.196, -2.446, 0.308], [2.933, 1.593, -0.844], [-0.914, 0.193, -1.018], [-0.764, -2.620, -1.378], [-1.503, -1.738, 0.215], [-0.257, -3.134, 0.298], [0.652, 3.039, -0.986], [1.531, 2.445, -2.296], [-0.154, 2.002, -2.290], [-2.991, 1.851, 1.249], [1.317, 0.293, 2.427]]}


5.
{"formula": "C22H23ClF3N5O4S", "method": "ωB97M-V/def2-TZVPD", "gap_ev": 6.67, "multiplicity": 1, "molar_mass_g_mol": 545.97, "smiles": "CC(=O)OCCCc1c(S(=O)(=O)C(F)(F)F)c(Cl)c2nc(CN)c(CCN)nc2c1-c1ccncc1", "total_charge": 0, "elements": ["C", "C", "O", "O", "C", "C", "C", "C", "C", "S", "O", "O", "C", "F", "F", "F", "C", "Cl", "C", "N", "C", "C", "N", "C", "C", "C", "N", "N", "C", "C", "C", "C", "C", "N", "C", "C", "H", "H", "H", "H", "H", "H", "H", "H", "H", "H", "H", "H", "H", "H", "H", "H", "H", "H", "H", "H", "H", "H", "H"], "positions_angstrom": [[-0.142, 4.085, -1.653], [-0.827, 3.105, -2.815], [-2.134, 3.375, -3.079], [-0.040, 2.075, -3.515], [-0.648, 0.740, -3.385], [0.283, -0.501, -3.916], [1.683, -0.702, -3.032], [1.547, -0.101, -1.503], [2.402, 1.224, -0.943], [3.603, 1.990, -2.149], [4.382, 3.221, -1.639], [2.987, 2.376, -3.527], [4.925, 0.665, -2.533], [4.992, 0.516, -4.035], [6.255, 1.200, -2.103], [4.654, -0.631, -1.849], [2.089, 1.698, 0.594], [2.968, 3.217, 1.296], [0.995, 0.934, 1.600], [0.812, 1.531, 2.965], [-0.198, 0.761, 3.769], [-0.522, 1.368, 5.294], [0.571, 1.033, 6.300], [-0.949, -0.579, 3.233], [-2.023, -1.373, 4.237], [-3.509, -1.399, 3.546], [-3.661, -0.069, 2.792], [-0.776, -1.196, 1.871], [0.200, -0.381, 1.074], [0.484, -0.894, -0.492], [-0.346, -2.204, -1.021], [-1.973, -2.257, -1.006], [-2.730, -3.585, -1.490], [-2.229, -4.883, -2.021], [-0.743, -4.791, -1.997], [0.255, -3.612, -1.572], [-0.823, 5.036, -1.430], [0.055, 3.523, -0.645], [0.899, 4.534, -2.015], [-1.042, 0.625, -2.287], [-1.615, 0.751, -4.084], [-0.336, -1.488, -3.786], [0.500, -0.394, -5.078], [2.537, -0.220, -3.672], [1.898, -1.850, -2.976], [-1.608, 1.128, 5.660], [-0.473, 2.552, 5.152], [1.461, 1.534, 6.083], [0.712, 0.005, 6.408], [-1.988, -0.998, 5.342], [-1.638, -2.503, 4.241], [-4.311, -1.554, 4.384], [-3.505, -2.232, 2.713], [-4.619, 0.329, 2.918], [-3.450, -0.296, 1.793], [-2.585, -1.335, -0.602], [-3.923, -3.539, -1.416], [-0.208, -5.796, -2.366], [1.422, -3.767, -1.636]]}